Molecular formula: C16H50O9
Method: DFT, ωB97M-V/def2-TZVPD

Geometry as ORCA input:
```
! wB97M-V def2-TZVPD RIJCOSX def2/J DEFGRID3
* xyz 0 1
C 22.76 -9.67 -2.86
C 22.78 -9.81 -1.35
O 21.47 -10.11 -0.85
H 23.58 -9.02 -3.21
H 21.89 -9.15 -3.24
H 22.94 -10.64 -3.32
H 23.01 -8.84 -0.90
H 23.53 -10.53 -1.02
H 21.41 -10.96 -0.41
C 23.49 -6.50 0.82
C 23.01 -5.77 -0.41
O 22.51 -4.50 0.01
H 22.74 -6.61 1.61
H 24.41 -6.06 1.20
H 23.73 -7.54 0.58
H 22.23 -6.32 -0.93
H 23.87 -5.61 -1.08
H 22.72 -3.84 -0.66
C 19.97 -7.22 -2.62
C 18.79 -8.21 -2.50
O 19.28 -9.50 -2.91
H 20.25 -6.96 -3.65
H 20.86 -7.54 -2.08
H 19.59 -6.26 -2.26
H 17.98 -7.87 -3.14
H 18.46 -8.31 -1.47
H 19.78 -9.80 -2.14
C 27.55 -1.63 0.22
C 27.09 -3.08 0.33
O 26.36 -3.50 -0.82
H 27.12 -0.93 0.95
H 27.26 -1.28 -0.77
H 28.62 -1.50 0.41
H 26.40 -3.29 1.16
H 27.92 -3.74 0.59
H 25.42 -3.38 -0.72
C 22.39 -0.89 1.25
C 23.85 -0.93 1.64
O 24.06 -0.03 2.74
H 22.25 -1.48 0.34
H 21.98 0.12 1.17
H 21.74 -1.44 1.94
H 24.48 -0.55 0.82
H 24.23 -1.93 1.87
H 23.51 0.74 2.58
C 25.30 -10.29 1.98
C 26.34 -9.22 2.35
O 26.87 -9.56 3.62
H 25.18 -10.36 0.89
H 24.35 -10.08 2.45
H 25.68 -11.27 2.29
H 25.76 -8.30 2.48
H 27.10 -9.13 1.57
H 27.58 -8.95 3.84
C 24.94 -4.60 4.34
C 26.32 -5.17 4.00
O 26.98 -5.73 5.14
H 24.32 -5.46 4.58
H 24.57 -4.15 3.42
H 24.94 -3.85 5.13
H 27.00 -4.40 3.60
H 26.25 -5.95 3.25
H 27.11 -5.01 5.77
C 19.13 -3.77 -0.24
C 19.64 -4.35 1.07
O 18.60 -4.73 1.96
H 18.91 -2.70 -0.25
H 18.26 -4.34 -0.59
H 19.91 -3.88 -1.01
H 20.32 -3.65 1.55
H 20.14 -5.27 0.76
H 17.89 -4.08 1.94
O 23.35 -2.52 -2.04
H 23.91 -1.75 -2.22
H 22.45 -2.22 -2.23
*
```

The max |F| is 0.0387 hartree/bohr. Its SMILES is CCO.CCO.CCO.CCO.CCO.CCO.CCO.CCO.O. The calculation puts the HOMO energy at -9.769 eV. The calculation puts the HOMO-LUMO gap at 0.3618 Eh. The energy relative to the best compared isomer or geometry (same formula, charge and spin) comes out at 56.22 kcal/mol.

***

Molecular formula: C5H6IN
Method: DFT, ωB97M-V/def2-TZVPD

Geometry as ORCA input:
```
! wB97M-V def2-TZVPD RIJCOSX def2/J DEFGRID3
* xyz 0 1
C 1.55 -1.25 -0.33
C 0.24 -1.00 -0.27
C -0.44 0.03 0.70
C -1.79 0.69 0.20
I -3.61 -0.41 0.00
C -1.91 1.97 0.00
N -2.14 3.16 -0.25
H 1.85 -2.16 -0.89
H 2.41 -0.75 0.08
H -0.53 -1.53 -0.75
H -0.99 -0.61 1.51
H 0.21 0.81 1.07
H -1.82 3.32 -1.19
*
```

The max |F| is 0.0701 hartree/bohr. Its SMILES is C=CCC(I)=C=N. The calculation puts the HOMO energy at -8.723 eV. The calculation puts the HOMO-LUMO gap at 0.3167 Eh. The energy relative to the best compared isomer or geometry (same formula, charge and spin) comes out at 47.91 kcal/mol.

***

Q: Which formula does entry 1 have?
A: C16H50O9

***

Q: What is the formula in the second record?
A: C5H6IN

***

Q: HOMO-LUMO gap of number 1 (C16H50O9)?
A: 0.3618 Eh